No. 1
{
  "formula": "H3IN2",
  "method": "wB97M-V/def2-TZVPD",
  "smiles": "[H]/N=N/[H].I",
  "de_lowest_kj_mol": 31.7,
  "e_tot_ha": -408.92305,
  "lumo_ev": 0.02,
  "e_homo_ev": -9.6,
  "symbols": ["H", "N", "N", "H", "I", "H"],
  "positions_angstrom": [[1.82, 0.55, -0.29], [0.88, 0.39, -0.12], [0.82, -0.83, 0.07], [-0.21, -0.99, 0.40], [-2.50, 0.35, 0.15], [-0.81, 0.54, -0.22]]
}

***

No. 2
{
  "formula": "C4H11N2",
  "method": "wB97M-V/def2-TZVPD",
  "spin_multiplicity": 2,
  "de_lowest_kj_mol": 262.0,
  "e_tot_ha": -268.34584,
  "lumo_ev": [0.44, 0.32],
  "e_homo_ev": [-5.5, -6.8],
  "symbols": ["C", "C", "C", "C", "N", "N", "H", "H", "H", "H", "H", "H", "H", "H", "H", "H", "H"],
  "positions_angstrom": [[-0.20, -1.02, -1.55], [0.26, -0.90, -0.11], [-0.38, 0.21, 0.70], [0.32, 1.03, 1.61], [-0.11, 2.48, 1.56], [-0.01, -2.42, -2.07], [-1.26, -0.80, -1.63], [0.31, -0.34, -2.24], [0.10, -1.82, 0.43], [1.35, -0.77, -0.11], [-1.47, 0.18, 0.56], [0.61, 0.81, 2.63], [-1.09, 2.58, 1.30], [0.38, 3.01, 0.84], [-0.01, 2.96, 2.45], [0.67, -2.86, -1.45], [0.53, -2.34, -2.92]]
}

***

No. 3
{
  "formula": "C16H32AgIO7P",
  "method": "wB97M-V/def2-TZVPD",
  "spin_multiplicity": 2,
  "e_tot_ha": -1940.88326,
  "lumo_ev": [-7.94, -11.26],
  "charge": 2,
  "e_homo_ev": [-14.3, -14.3],
  "symbols": ["C", "O", "C", "C", "C", "C", "C", "C", "O", "P", "O", "O", "C", "C", "C", "C", "O", "C", "C", "O", "O", "C", "C", "C", "I", "H", "H", "H", "H", "H", "H", "H", "H", "H", "H", "H", "H", "H", "H", "H", "H", "H", "H", "H", "H", "H", "H", "H", "H", "H", "H", "H", "H", "H", "H", "H", "H", "Ag"],
  "positions_angstrom": [[-2.66, -0.10, 1.98], [-3.39, -0.33, 0.80], [-3.37, -1.64, 0.32], [-2.23, -1.88, -0.67], [-2.55, -1.42, -2.09], [-1.43, -0.65, -2.76], [-0.21, -1.49, -3.17], [1.12, -1.04, -2.47], [0.96, -1.31, -1.07], [2.35, -1.51, -0.30], [3.44, -1.75, -1.23], [2.59, -0.34, 0.71], [2.63, 1.02, 0.19], [1.50, 1.85, 0.78], [0.25, 1.82, -0.11], [-0.74, 2.97, 0.14], [-0.19, 4.08, 0.81], [0.26, 5.13, 0.04], [0.87, 4.84, -1.31], [0.17, 6.27, 0.47], [2.10, -2.78, 0.64], [2.06, -2.59, 2.06], [0.82, -1.92, 2.62], [1.01, -1.66, 4.11], [-0.84, -3.29, 2.40], [-2.84, -0.88, 2.73], [-2.99, 0.83, 2.42], [-1.60, -0.02, 1.76], [-4.33, -1.82, -0.15], [-3.20, -2.33, 1.16], [-2.03, -2.94, -0.68], [-1.35, -1.39, -0.26], [-2.79, -2.28, -2.70], [-3.42, -0.78, -2.07], [-1.10, 0.17, -2.13], [-1.82, -0.19, -3.66], [-0.09, -1.49, -4.25], [-0.40, -2.55, -2.85], [1.21, 0.02, -2.62], [1.98, -1.61, -2.93], [3.57, 1.44, 0.50], [2.63, 1.04, -0.90], [1.82, 2.85, 1.00], [1.25, 1.34, 1.71], [0.57, 1.85, -1.15], [-0.26, 0.87, 0.04], [-1.57, 2.61, 0.74], [-1.18, 3.25, -0.81], [0.09, 4.70, -2.04], [1.49, 3.95, -1.30], [1.47, 5.70, -1.56], [2.93, -2.07, 2.42], [2.11, -3.58, 2.49], [0.60, -0.97, 2.15], [1.71, -0.85, 4.24], [1.36, -2.54, 4.63], [0.08, -1.36, 4.57], [1.54, -3.27, -3.40]]
}